[1]
Entry from OMol25: a molecular structure, C37H33FN11O4SeZr at a distorted geometry (ωB97M-V/def2-TZVPD).

Calculated values
- energy (Ha) = -4881.36715
- orbital gap (eV) = 5.39
- HOMO (eV) = -9.80

```
! RIJCOSX wB97M-V def2-TZVPD def2/J DEFGRID3
* xyz 1 1
Zr -0.54 0.17 0.35
C 4.07 5.54 0.01
C 3.05 4.48 -0.30
C 2.97 3.85 -1.54
C 2.01 2.89 -1.79
C 1.06 2.51 -0.83
N 0.07 1.59 -1.10
C -0.50 1.57 -2.35
C -0.69 2.79 -3.05
C -1.45 2.88 -4.19
C -2.08 1.75 -4.72
C -2.98 1.88 -5.90
C -1.84 0.54 -4.09
C -1.04 0.41 -2.96
N -0.79 -0.91 -2.51
C -0.74 -2.00 -3.30
C -0.53 -3.10 -2.51
C -0.44 -2.59 -1.21
N -0.59 -1.27 -1.23
C 1.20 3.11 0.45
C 2.17 4.08 0.69
N 0.34 2.79 1.53
C -0.25 3.67 2.35
C -0.80 2.97 3.41
C -0.47 1.65 3.17
N 0.23 1.53 2.03
H 4.61 5.83 -0.88
H 4.79 5.17 0.74
H 3.58 6.42 0.43
H 3.67 4.12 -2.32
H 1.98 2.41 -2.76
H -0.25 3.68 -2.64
H -1.56 3.84 -4.68
H -2.61 2.64 -6.58
H -3.98 2.19 -5.58
H -3.08 0.94 -6.43
H -2.32 -0.35 -4.48
H -0.84 -1.95 -4.37
H -0.44 -4.13 -2.81
H -0.29 -3.12 -0.29
H 2.22 4.52 1.67
H -0.25 4.72 2.13
H -1.35 3.37 4.24
H -0.67 0.78 3.78
F -0.86 5.87 -0.14
C -2.14 5.43 -0.24
C -2.35 4.13 -0.52
N -3.60 3.60 -0.60
C -3.80 2.20 -0.89
C -2.77 1.31 -0.21
O -2.05 1.73 0.72
O -2.63 0.13 -0.60
C -4.73 4.40 -0.45
O -5.84 3.96 -0.55
N -4.46 5.73 -0.22
C -3.23 6.38 -0.09
O -3.16 7.57 0.10
H -1.51 3.47 -0.68
H -3.75 2.01 -1.97
H -4.80 1.92 -0.55
H -5.28 6.32 -0.15
Se 2.74 0.60 1.48
N 4.17 0.52 0.49
C 3.85 0.04 -0.71
C 4.72 -0.21 -1.78
C 4.18 -0.75 -2.92
C 2.79 -0.97 -3.00
N 1.94 -0.73 -2.03
C 2.45 -0.25 -0.89
N 1.70 -0.02 0.20
H 5.77 0.01 -1.67
H 4.80 -0.99 -3.76
H 2.36 -1.37 -3.90
C -2.84 -0.89 2.31
C -1.54 -1.59 2.58
C -1.32 -2.57 3.53
C -0.01 -3.03 3.32
C 0.49 -2.32 2.25
C 1.86 -2.54 1.69
N -0.43 -1.41 1.79
H -3.56 -1.21 3.06
H -3.22 -1.17 1.33
H -2.75 0.20 2.38
H -2.01 -2.92 4.27
H 0.50 -3.80 3.87
H 2.15 -3.58 1.86
H 2.60 -1.91 2.22
H 1.92 -2.32 0.63
*
```

=====

[2]
Entry from OMol25: a molecular structure, C37H34AsBiBrCl5N4S3 (ωB97M-V/def2-TZVPD).

Calculated values
- energy (Ha) = -10169.34798
- orbital gap (eV) = 7.65
- HOMO (eV) = -7.75

```
! RIJCOSX wB97M-V def2-TZVPD def2/J DEFGRID3
* xyz 0 1
Bi -0.49 -0.48 0.02
C 1.95 3.15 -0.78
C 2.82 2.12 -1.50
N 2.29 0.76 -1.48
C 3.24 -0.27 -1.10
C 3.66 -0.22 0.37
S 2.32 -0.17 1.59
C 2.62 1.41 2.41
C 2.64 2.65 1.52
N 1.55 2.72 0.56
H 2.50 4.10 -0.78
H 1.03 3.31 -1.35
H 2.97 2.48 -2.52
H 3.81 2.11 -1.05
H 1.89 0.54 -2.39
H 2.77 -1.23 -1.30
H 4.17 -0.22 -1.69
H 4.28 -1.09 0.57
H 4.29 0.65 0.56
H 1.82 1.47 3.16
H 3.56 1.34 2.96
H 2.66 3.53 2.19
H 3.58 2.68 0.98
H 0.78 3.27 0.89
Cl -1.99 -3.64 1.22
C -1.69 -2.45 2.44
C -1.21 -1.20 2.09
C -1.20 -0.23 3.08
Cl -0.86 1.41 2.61
C -1.53 -0.50 4.40
Cl -1.47 0.74 5.59
C -1.93 -1.78 4.74
Cl -2.33 -2.16 6.37
C -2.04 -2.76 3.75
Cl -2.60 -4.33 4.16
S 1.09 -2.67 0.03
C 0.73 -3.85 -1.23
C 1.61 -4.95 -1.30
C 1.43 -5.95 -2.24
C 0.38 -5.89 -3.15
C -0.50 -4.83 -3.09
C -0.34 -3.81 -2.14
As -1.56 -2.33 -2.08
C -1.51 -1.68 -3.92
C -2.43 -0.72 -4.33
C -2.38 -0.20 -5.61
C -1.39 -0.62 -6.49
C -0.45 -1.55 -6.08
C -0.50 -2.08 -4.80
C -3.30 -3.20 -1.98
C -4.47 -2.45 -2.08
C -5.71 -3.07 -2.00
C -5.80 -4.44 -1.81
C -4.64 -5.19 -1.69
C -3.39 -4.58 -1.78
H 2.43 -5.00 -0.60
H 2.13 -6.78 -2.26
H 0.24 -6.68 -3.88
H -1.32 -4.78 -3.79
H -3.18 -0.35 -3.64
H -3.11 0.54 -5.91
H -1.35 -0.21 -7.50
H 0.33 -1.87 -6.76
H 0.23 -2.81 -4.49
H -4.42 -1.37 -2.16
H -6.61 -2.47 -2.07
H -6.76 -4.92 -1.75
H -4.69 -6.26 -1.53
H -2.50 -5.18 -1.66
Br -3.23 0.17 -0.08
N 0.32 0.98 -4.12
C -0.37 1.98 -3.49
N -0.77 1.91 -2.26
C -1.36 3.12 -1.88
C -1.84 3.41 -0.61
C -2.37 4.66 -0.37
C -2.42 5.63 -1.37
C -1.93 5.36 -2.64
C -1.40 4.10 -2.87
S -0.67 3.49 -4.33
H 0.13 0.07 -3.72
H 0.24 0.95 -5.12
H -1.84 2.65 0.16
H -2.76 4.89 0.62
H -2.84 6.61 -1.16
H -1.96 6.11 -3.42
*
```

=====

[3]
Entry from OMol25: a molecular structure, C37H34BBrN13O3Y at a distorted geometry (ωB97M-V/def2-TZVPD).

Calculated values
- energy (Ha) = -5005.15406
- orbital gap (spin up / spin down) (eV) = 6.34 / 4.08
- <S²> = 0.753
- HOMO (spin up / spin down) (eV) = -9.94 / -9.94

```
! RIJCOSX wB97M-V def2-TZVPD def2/J DEFGRID3
* xyz 1 2
Y -0.51 0.05 0.42
C 3.67 -1.32 0.97
C 3.04 -0.44 -0.05
C 3.60 -0.15 -1.29
C 2.87 0.90 -1.78
N 1.91 1.20 -0.89
N 1.98 0.35 0.18
B 1.14 2.54 -0.92
N 0.66 2.93 0.50
C 0.65 4.15 1.06
C 0.04 4.05 2.29
C -0.33 2.71 2.41
C -1.03 2.03 3.53
N 0.05 2.05 1.32
N -0.11 2.36 -1.79
C -0.53 3.10 -2.82
C -1.72 2.57 -3.27
C -1.96 1.47 -2.44
C -3.17 0.60 -2.50
N -0.98 1.35 -1.54
N 2.13 3.57 -1.42
C 3.23 3.95 -0.72
C 4.14 4.47 -1.60
C 3.52 4.34 -2.87
C 4.10 4.69 -4.19
N 2.33 3.80 -2.73
H 4.75 -1.23 0.87
H 3.42 -2.37 0.83
H 3.39 -1.01 1.97
H 4.43 -0.64 -1.76
H 2.99 1.47 -2.68
H 1.05 5.01 0.56
H -0.12 4.83 3.01
H -1.01 2.64 4.43
H -0.55 1.07 3.73
H -2.07 1.82 3.28
H 0.04 3.95 -3.15
H -2.32 2.91 -4.09
H -3.17 0.00 -3.41
H -4.06 1.22 -2.54
H -3.24 -0.06 -1.63
H 3.28 3.83 0.34
H 5.10 4.88 -1.39
H 4.75 5.56 -4.10
H 3.31 4.90 -4.91
H 4.69 3.86 -4.57
O 2.68 -6.96 -1.52
N 1.63 -6.43 -1.78
O 0.85 -6.79 -2.63
C 1.29 -5.27 -0.97
C 1.72 -5.29 0.32
C 1.49 -4.19 1.18
C 1.90 -4.19 2.52
C 1.71 -3.05 3.27
C 1.15 -1.93 2.65
N 0.72 -1.92 1.40
C 0.86 -3.03 0.67
C 0.32 -3.04 -0.67
N -0.41 -1.97 -1.07
C -0.93 -1.99 -2.28
C -0.75 -3.05 -3.18
C -0.01 -4.14 -2.80
C 0.53 -4.17 -1.50
H 2.25 -6.15 0.69
H 2.34 -5.08 2.94
H 2.00 -3.00 4.30
H 1.02 -1.00 3.21
H -1.53 -1.15 -2.57
H -1.19 -2.99 -4.16
H 0.13 -4.97 -3.48
O -1.45 -0.91 2.14
C -2.55 -1.35 2.66
C -2.51 -2.45 3.56
C -3.65 -2.91 4.18
C -4.88 -2.30 3.91
C -4.95 -1.24 3.03
C -3.81 -0.75 2.39
C -3.85 0.43 1.55
N -2.84 0.96 0.86
C -3.31 2.14 0.35
C -4.61 2.32 0.71
N -4.95 1.23 1.46
H -1.54 -2.90 3.76
H -3.60 -3.73 4.87
H -5.77 -2.66 4.40
H -5.92 -0.80 2.84
H -2.69 2.80 -0.22
H -5.30 3.11 0.50
H -5.84 1.07 1.89
Br 0.87 -0.25 -4.01
*
```

=====

[4]
Entry from OMol25: a molecular structure, C37H34ClN2O2OsP at a distorted geometry (ωB97M-V/def2-TZVPD).

Calculated values
- energy (Ha) = -2582.44230
- orbital gap (spin up / spin down) (eV) = 4.55 / 4.55
- HOMO (spin up / spin down) (eV) = -6.19 / -6.22

```
! RIJCOSX wB97M-V def2-TZVPD def2/J DEFGRID3
* xyz 0 1
Os 0.18 0.81 -1.01
O 2.13 0.82 -1.05
C 2.86 1.81 -0.48
C 4.14 2.01 -0.99
C 4.97 3.00 -0.50
C 4.52 3.81 0.54
C 3.26 3.61 1.06
C 2.41 2.61 0.58
C 1.10 2.41 1.31
N 0.00 2.07 0.39
N -1.21 2.48 0.83
C -2.13 1.89 0.10
O -1.82 1.03 -0.81
C -3.56 2.18 0.34
C -3.95 3.10 1.30
C -5.30 3.35 1.52
C -6.26 2.67 0.78
C -5.87 1.74 -0.18
C -4.52 1.50 -0.40
H 4.46 1.36 -1.80
H 5.95 3.13 -0.92
H 5.15 4.60 0.93
H 2.91 4.24 1.87
H 0.82 3.33 1.82
H -3.19 3.62 1.87
H -5.60 4.07 2.27
H -7.31 2.86 0.95
H -6.62 1.22 -0.76
H -4.20 0.78 -1.14
Cl -1.99 -0.28 -3.85
C -2.49 -1.52 -2.75
C -3.82 -1.91 -2.79
C -4.27 -2.90 -1.93
C -3.38 -3.50 -1.04
C -2.06 -3.09 -1.01
C -1.58 -2.10 -1.86
P 0.12 -1.46 -1.72
C 0.93 -2.59 -0.55
C 0.88 -2.28 0.80
C 1.46 -3.12 1.74
C 2.10 -4.28 1.32
C 2.16 -4.60 -0.03
C 1.57 -3.76 -0.96
C 0.91 -1.86 -3.31
C 0.40 -2.80 -4.20
C 1.07 -3.08 -5.38
C 2.26 -2.43 -5.67
C 2.77 -1.49 -4.79
C 2.10 -1.20 -3.62
H -4.49 -1.44 -3.50
H -5.30 -3.21 -1.96
H -3.73 -4.27 -0.37
H -1.38 -3.56 -0.31
H 0.39 -1.37 1.12
H 1.43 -2.87 2.79
H 2.57 -4.93 2.05
H 2.66 -5.50 -0.35
H 1.62 -4.01 -2.02
H -0.53 -3.31 -3.97
H 0.67 -3.81 -6.07
H 2.78 -2.65 -6.60
H 3.70 -0.98 -5.02
H 2.50 -0.46 -2.92
C 1.99 2.41 4.38
C 1.00 1.41 3.76
C 1.20 0.03 4.40
C -0.43 1.89 4.03
C 1.25 1.29 2.29
H 1.84 2.48 5.45
H 1.86 3.41 3.96
H 3.03 2.11 4.19
H 1.05 0.09 5.48
H 2.21 -0.34 4.22
H 0.48 -0.69 4.00
H -0.61 1.93 5.11
H -1.16 1.23 3.57
H -0.60 2.89 3.62
H 1.55 0.34 1.86
*
```

=====

[5]
Entry from OMol25: a molecular structure, C37H34GaN5O4S3 at a distorted geometry (ωB97M-V/def2-TZVPD).

Calculated values
- energy (Ha) = -5123.99561
- orbital gap (eV) = 6.79
- HOMO (eV) = -12.30

```
! RIJCOSX wB97M-V def2-TZVPD def2/J DEFGRID3
* xyz 2 1
Ga 0.40 0.39 1.53
C 0.84 3.81 4.30
C -0.42 3.89 4.88
C -1.39 2.99 4.47
C -1.07 2.03 3.52
N 0.15 1.95 2.98
C 1.07 2.84 3.35
C -2.00 0.96 3.14
C -3.38 1.04 3.29
C -4.14 -0.09 3.02
C -3.50 -1.26 2.62
C -2.13 -1.23 2.45
N -1.40 -0.14 2.68
H 1.64 4.47 4.59
H -0.63 4.62 5.64
H -2.37 3.01 4.91
H 2.04 2.76 2.87
H -3.86 1.96 3.58
H -5.21 -0.07 3.12
H -4.05 -2.16 2.43
H -1.57 -2.09 2.11
O 1.36 1.59 -2.94
C 2.42 2.40 -3.36
N 2.28 3.76 -2.93
C 2.48 4.21 -1.67
O 2.36 5.36 -1.33
C 2.86 3.16 -0.66
C 4.13 3.13 -0.09
C 4.37 2.23 0.93
C 3.34 1.41 1.36
N 2.12 1.45 0.83
C 1.88 2.31 -0.15
H 0.55 1.87 -3.39
H 2.53 2.38 -4.45
H 3.32 1.96 -2.91
H 1.95 4.45 -3.60
H 4.89 3.80 -0.44
H 5.33 2.19 1.42
H 3.48 0.70 2.17
H 0.86 2.33 -0.52
S 1.90 -2.06 5.14
C 2.73 -2.54 3.72
C 2.33 -1.78 2.66
N 1.40 -0.84 2.96
C 1.07 -0.89 4.22
H 3.44 -3.34 3.72
H 2.68 -1.90 1.65
H 0.33 -0.25 4.68
C -7.69 -4.40 -3.31
C -6.55 -3.68 -2.68
O -6.34 -3.55 -1.51
S -5.47 -2.96 -3.94
C -4.29 -2.03 -2.99
C -3.77 -2.53 -1.79
C -2.93 -1.73 -1.05
C -2.56 -0.46 -1.50
C -3.03 -0.01 -2.73
C -3.90 -0.79 -3.46
C -1.67 0.26 -0.66
C -0.90 0.79 0.12
H -8.28 -4.92 -2.55
H -7.33 -5.11 -4.05
H -8.33 -3.69 -3.82
H -4.03 -3.51 -1.44
H -2.55 -2.08 -0.10
H -2.73 0.97 -3.09
H -4.29 -0.43 -4.40
C 1.09 -3.34 -1.12
S 0.85 -1.53 -1.17
O 1.01 -1.19 0.31
C 2.47 -1.16 -1.88
C 3.59 -0.98 -1.09
C 4.83 -0.77 -1.68
C 4.93 -0.72 -3.07
C 3.79 -0.86 -3.85
C 2.56 -1.09 -3.26
H 2.04 -3.57 -0.65
H 1.07 -3.73 -2.13
H 0.28 -3.77 -0.55
H 3.50 -1.00 -0.02
H 5.71 -0.66 -1.07
H 5.89 -0.57 -3.53
H 3.88 -0.80 -4.93
H 1.68 -1.22 -3.87
*
```

=====

Q: energy of number 3 (C37H34BBrN13O3Y)?
A: -5005.15406 Ha

=====

Q: Number 2 is which compound?
A: C37H34AsBiBrCl5N4S3

=====

Q: Among the records above, which one has the highest energy?
A: C37H34ClN2O2OsP